(1)
{
  "formula": "C24H26Cl6CrN6Si",
  "method": "ωB97M-V/def2-TZVPD",
  "symbols": ["Cr", "C", "C", "C", "C", "C", "C", "N", "N", "C", "C", "C", "C", "C", "N", "H", "H", "H", "H", "H", "H", "H", "H", "H", "Cl", "Si", "Cl", "Cl", "Cl", "C", "C", "C", "C", "C", "Cl", "C", "N", "H", "H", "H", "C", "C", "N", "C", "C", "N", "C", "C", "H", "H", "H", "H", "H", "H", "H", "H", "H", "H", "H", "H", "Cl", "C", "H", "H"],
  "xyz": [[1.092333, 0.391679, 0.504355], [-3.765726, 1.756119, 3.457375], [-3.757842, 1.151273, 2.211772], [-2.595869, 0.571700, 1.728008], [-1.435002, 0.603628, 2.481810], [-1.448088, 1.192225, 3.740061], [-2.606555, 1.766511, 4.218397], [-0.229418, -0.005724, 2.014587], [0.184772, -0.802871, 2.980568], [1.403056, -1.283501, 2.757866], [1.937301, -2.272730, 3.625829], [3.137386, -2.832491, 3.342455], [3.815760, -2.410414, 2.176826], [3.264947, -1.434007, 1.397370], [2.082703, -0.822509, 1.685296], [-4.665952, 2.216518, 3.833033], [-4.655054, 1.122331, 1.612625], [-2.600878, 0.077981, 0.773541], [-0.534037, 1.214183, 4.317431], [-2.599600, 2.243664, 5.188518], [1.337271, -2.563577, 4.476210], [3.556807, -3.600064, 3.976567], [4.759795, -2.847565, 1.887169], [3.753620, -1.117054, 0.495377], [-1.179239, 3.704298, 1.909644], [0.660467, 2.847004, 1.290763], [1.777689, 2.892567, 3.114363], [1.394222, 4.564241, 0.298114], [-0.671996, -2.701228, 0.285661], [0.619627, -3.011127, -0.838002], [0.786279, -4.294424, -1.321890], [1.804010, -4.568976, -2.231556], [2.627316, -3.532329, -2.647981], [2.423442, -2.254423, -2.162558], [3.465652, -0.970915, -2.698527], [1.424693, -1.949157, -1.231119], [1.222256, -0.706551, -0.784500], [0.121520, -5.070457, -0.974450], [1.950784, -5.571855, -2.606191], [3.427237, -3.696651, -3.354288], [-1.570828, -0.092571, -1.764403], [-2.767912, 0.145019, -2.713012], [-2.647674, 1.447514, -3.367584], [-2.717006, 2.479922, -2.336460], [-1.596097, 2.273581, -1.291361], [-0.769057, 1.127296, -1.664990], [-0.192375, 1.377326, -2.982206], [-1.338026, 1.523388, -4.019396], [-0.914096, -0.876242, -2.155568], [-1.872552, -0.422450, -0.772761], [-3.718979, 0.127019, -2.173064], [-2.814086, -0.624873, -3.485659], [-3.706649, 2.427675, -1.871027], [-2.632199, 3.454013, -2.823163], [-1.996520, 2.113604, -0.292790], [-0.942888, 3.146583, -1.237913], [0.478565, 0.549565, -3.219039], [0.417708, 2.280171, -2.921556], [-1.293655, 0.735645, -4.773268], [-1.275445, 2.480980, -4.539803], [2.826943, 2.308156, -1.429852], [2.882144, 1.351147, 0.107307], [3.212450, 2.038341, 0.890356], [3.662543, 0.633871, -0.093319]],
  "forces_ev_per_a": [[-0.14, -1.03, -0.17], [-0.01, -0.03, -0.07], [0.04, 0.05, 0.09], [0.04, 0.01, 0.04], [-0.16, -0.09, -0.25], [0.00, -0.10, 0.14], [-0.03, -0.01, 0.14], [0.59, 0.70, -0.08], [0.43, -0.40, 0.16], [-0.60, -0.09, 0.42], [-0.03, -0.04, 0.03], [-0.07, -0.04, 0.11], [-0.06, 0.31, -0.31], [0.29, -0.35, 0.21], [0.01, 0.58, -0.48], [-0.13, 0.06, 0.05], [-0.13, 0.00, -0.07], [0.02, -0.07, -0.08], [-0.01, 0.00, -0.03], [-0.01, 0.04, 0.06], [-0.01, 0.02, 0.00], [0.04, -0.04, 0.05], [0.02, -0.01, -0.04], [0.09, 0.03, -0.16], [0.06, 0.18, -0.15], [-0.02, -0.13, 0.13], [-0.06, 0.06, -0.02], [-0.02, -0.01, 0.14], [0.10, -0.33, 0.06], [-0.66, -0.85, 0.18], [0.18, -0.07, -0.17], [-0.19, 0.09, 0.20], [-0.06, 0.13, 0.04], [0.52, -0.28, -0.37], [-0.03, -0.02, 0.04], [0.13, 0.39, 0.15], [-0.21, 1.21, 0.25], [-0.04, -0.08, 0.01], [-0.01, -0.03, -0.01], [0.05, -0.04, -0.04], [0.08, -0.11, -0.12], [-0.07, -0.08, -0.02], [-0.03, -0.04, -0.05], [-0.15, 0.15, 0.05], [-0.02, 0.05, -0.02], [0.05, 0.06, 0.32], [0.14, 0.12, 0.00], [0.04, 0.00, -0.07], [-0.08, 0.10, 0.06], [-0.01, 0.06, -0.15], [0.01, 0.01, 0.00], [-0.02, -0.05, -0.02], [0.05, 0.03, -0.03], [-0.01, 0.02, -0.01], [-0.05, -0.03, 0.02], [0.01, 0.02, 0.02], [0.03, -0.01, 0.00], [-0.04, -0.02, 0.00], [0.00, -0.04, -0.05], [0.00, 0.02, -0.03], [0.10, -0.25, -0.07], [-0.14, 0.49, 0.00], [0.06, -0.08, -0.13], [0.12, -0.14, 0.12]],
  "lowdin_charge": [0.440, -0.113, -0.094, -0.058, -0.335, -0.098, -0.114, -0.121, 0.053, -0.365, -0.015, -0.093, -0.069, -0.118, 0.001, 0.092, 0.098, 0.079, 0.097, 0.101, 0.109, 0.096, 0.097, 0.087, 0.249, -0.454, 0.159, 0.137, 0.751, -0.578, -0.120, -0.106, -0.128, -0.595, 0.695, -0.456, -0.078, 0.095, 0.093, 0.095, -0.182, -0.153, -0.166, -0.154, -0.182, -0.170, -0.171, -0.154, 0.101, 0.052, 0.111, 0.111, 0.111, 0.112, 0.066, 0.088, 0.104, 0.087, 0.110, 0.109, 0.431, -0.706, -0.034, -0.038],
  "largest_force_ev_per_a": 1.25,
  "total_charge": -1,
  "relative_energy_kj_mol": 38.06,
  "e_lumo_ha": [0.071, 0.077],
  "homo_lumo_gap_ha": [0.2196, 0.2285],
  "spin_multiplicity": 2,
  "s_squared": 0.91
}

(2)
{
  "formula": "C24H26ClN3Pt",
  "method": "ωB97M-V/def2-TZVPD",
  "symbols": ["C", "C", "C", "C", "Cl", "H", "H", "H", "H", "H", "H", "H", "H", "H", "C", "C", "C", "H", "C", "C", "H", "H", "H", "H", "C", "C", "C", "H", "C", "C", "H", "H", "H", "H", "Pt", "N", "C", "C", "C", "C", "C", "C", "C", "N", "C", "C", "N", "C", "H", "H", "H", "H", "H", "H", "H"],
  "xyz": [[0.159312, 0.601144, -6.345800], [1.492736, 1.046137, -5.893148], [-0.105757, -0.846455, -6.488603], [-0.981337, 1.530417, -6.215798], [-0.181391, -0.114860, -2.896151], [0.007970, -0.999823, -7.572391], [-1.130927, -1.158317, -6.201164], [0.626030, -1.505675, -5.980055], [1.978803, 1.341605, -6.833243], [2.115343, 0.256049, -5.431811], [1.474449, 1.935825, -5.233383], [-1.049507, 1.932533, -7.237979], [-0.807656, 2.374993, -5.516089], [-1.945678, 1.045375, -5.955744], [2.716430, -0.865666, 0.134133], [1.791250, -1.693898, -0.638222], [1.840892, -1.141618, -1.997005], [1.538130, -2.741021, -0.478852], [2.511446, 0.134143, -1.932332], [3.096177, 0.245234, -0.642553], [3.771060, 1.057715, -0.347380], [3.075374, -1.118144, 1.137934], [1.563669, -1.758960, -2.850356], [2.528160, 0.868146, -2.736481], [-1.944522, 1.100456, 0.210548], [-2.771403, 0.059610, 0.727396], [-3.059601, -0.870026, -0.308704], [-3.180037, 0.039707, 1.740117], [-2.505913, -0.369399, -1.518374], [-1.862453, 0.900908, -1.215834], [-1.558107, 1.668921, -1.910838], [-1.554048, 1.990387, 0.708928], [-3.681519, -1.768854, -0.246218], [-2.622745, -0.804404, -2.502491], [-0.074634, -0.486475, -0.754886], [-0.362601, 2.094459, 9.788454], [-0.331705, 1.643560, 8.707990], [-0.266560, 1.065769, 7.397895], [-0.783902, 1.719346, 6.273803], [-0.669127, 1.163551, 4.991586], [-0.082380, -0.102190, 4.822097], [0.443372, -0.772666, 5.949832], [0.337501, -0.180110, 7.225336], [-0.005366, -0.680455, 3.509510], [0.281990, -2.021885, 3.194054], [0.256684, -2.133215, 1.843629], [-0.000427, -0.885153, 1.284632], [-0.143125, -0.024777, 2.313305], [-1.279152, 2.675543, 6.400523], [-1.051343, 1.700678, 4.125021], [0.953916, -1.738666, 5.841528], [0.731993, -0.697843, 8.096808], [0.539871, -2.756129, 3.950808], [0.455293, -3.006728, 1.238619], [-0.294914, 1.051194, 2.267379]],
  "forces_ev_per_a": [[-0.45, -0.64, 2.94], [0.59, 0.37, -0.52], [-0.02, -0.43, -0.71], [-0.32, 0.46, -0.51], [-0.05, 0.60, -3.69], [-0.19, -0.82, 0.08], [0.48, 0.25, -0.21], [-0.24, 0.38, -0.24], [0.71, 0.22, 0.36], [-0.29, 0.20, -0.24], [-0.06, -0.34, -0.32], [-0.75, 0.54, 0.26], [0.02, -0.39, -0.44], [0.52, 0.17, -0.28], [0.59, 0.66, 0.19], [0.02, 0.56, -2.01], [0.28, -1.17, 1.38], [0.24, 0.35, 0.06], [1.17, -0.11, 0.67], [-0.04, -0.26, -0.47], [-0.48, -0.44, 0.01], [-0.23, 0.24, -0.45], [0.31, 0.46, 0.15], [0.18, -0.32, 0.21], [-0.38, -0.25, -0.88], [0.12, 0.76, 0.69], [-0.15, -0.13, -0.81], [0.19, -0.12, -0.36], [-0.22, 0.00, 0.74], [-0.58, 0.19, 1.18], [-0.15, -0.10, -0.01], [-0.30, -0.42, -0.10], [0.37, 0.38, 0.14], [-0.06, 0.11, 0.19], [-0.82, -0.72, 2.42], [0.06, -1.04, -2.56], [-0.15, 1.11, 2.54], [0.00, -0.39, -0.79], [0.10, -0.01, -0.48], [0.05, -0.47, 0.40], [0.19, 0.50, 1.33], [-0.23, 0.37, -0.18], [0.17, -0.51, -0.68], [0.47, -0.63, -1.59], [-0.11, 0.78, 0.52], [0.06, 0.42, 0.01], [-0.17, 0.30, 1.34], [0.30, -1.03, 0.63], [0.10, -0.05, -0.07], [-0.08, -0.02, 0.37], [-0.30, 0.50, 0.15], [-0.01, 0.05, -0.25], [-0.34, 0.22, -0.23], [-0.22, 0.16, 0.24], [0.11, -0.54, -0.14]],
  "lowdin_charge": [-0.419, -0.109, -0.103, -0.099, 0.455, 0.095, 0.078, 0.072, 0.094, 0.068, 0.075, 0.095, 0.077, 0.078, -0.035, -0.220, -0.253, 0.114, -0.073, -0.028, 0.134, 0.134, 0.104, 0.116, -0.065, -0.001, 0.036, 0.146, -0.117, -0.229, 0.102, 0.135, 0.150, 0.108, 0.991, 0.200, -0.149, -0.212, 0.009, -0.001, -0.170, 0.022, 0.013, 0.025, 0.020, -0.103, -0.135, -0.097, 0.132, 0.103, 0.117, 0.137, 0.138, 0.114, 0.131],
  "largest_force_ev_per_a": 3.74,
  "total_charge": 2,
  "relative_energy_kj_mol": 224.06,
  "e_lumo_ha": [-0.282, -0.381],
  "homo_lumo_gap_ha": [0.1170, 0.1525],
  "spin_multiplicity": 5,
  "s_squared": 6.03
}

(3)
{
  "formula": "C24H26INO2RhS3SbSi",
  "method": "ωB97M-V/def2-TZVPD",
  "symbols": ["Rh", "S", "Sb", "S", "S", "O", "Si", "C", "C", "C", "C", "C", "C", "C", "C", "C", "C", "C", "C", "C", "C", "C", "C", "C", "C", "H", "H", "H", "H", "H", "H", "H", "H", "H", "H", "H", "H", "H", "H", "H", "O", "C", "C", "C", "C", "C", "C", "N", "H", "H", "H", "H", "H", "H", "H", "H", "H", "H", "H", "I"],
  "xyz": [[-2.183504, -1.513433, -2.045025], [-6.888375, -2.802723, -1.888908], [-5.003365, -2.183103, -0.727037], [-3.171074, -3.536668, -1.397213], [-4.099075, -0.201374, -1.674329], [-0.412742, -1.140947, -1.240960], [0.865600, -0.175658, -1.348803], [0.343293, 1.610551, -1.594332], [-0.963153, 2.025295, -1.363127], [-1.333140, 3.349957, -1.538033], [-0.396935, 4.287219, -1.942593], [0.910815, 3.892874, -2.185469], [1.269489, 2.564146, -2.020586], [2.077514, -0.571249, -2.737780], [3.321983, -1.152687, -2.507371], [4.191107, -1.437038, -3.551343], [3.823976, -1.145143, -4.854917], [2.586813, -0.571451, -5.108373], [1.728768, -0.287019, -4.060497], [1.831492, -0.345560, 0.270057], [2.781426, 0.571968, 0.710539], [3.464283, 0.394050, 1.901264], [3.214638, -0.723212, 2.685239], [2.275191, -1.653316, 2.267892], [1.589354, -1.461410, 1.076664], [-1.707191, 1.303887, -1.050014], [-2.361230, 3.646118, -1.366038], [-0.687699, 5.320931, -2.083244], [1.645054, 4.616663, -2.519264], [2.284116, 2.257621, -2.251702], [3.622132, -1.390881, -1.492936], [5.153380, -1.890657, -3.344905], [4.496958, -1.368375, -5.673907], [2.285763, -0.353791, -6.125417], [0.761253, 0.148046, -4.277827], [2.991781, 1.456438, 0.119003], [4.195784, 1.127234, 2.221045], [3.751412, -0.869122, 3.614464], [2.082629, -2.532892, 2.869831], [0.851912, -2.189095, 0.748284], [-2.487733, -1.206192, 1.065381], [-1.607002, -0.987389, 1.867647], [-1.290322, -1.925168, 3.003732], [-2.293945, -1.527343, 4.108934], [-2.387571, -0.025556, 4.436277], [-3.009377, 0.868581, 3.348352], [-2.023495, 1.307759, 2.247256], [-1.026495, 0.266194, 1.984515], [-0.263903, -1.797970, 3.353589], [-1.447121, -2.956947, 2.693177], [-2.040487, -2.069384, 5.023563], [-3.283519, -1.873652, 3.799488], [-1.399451, 0.357541, 4.716264], [-2.999801, 0.060159, 5.337856], [-3.440466, 1.759821, 3.811713], [-3.841374, 0.329243, 2.889046], [-1.476087, 2.204664, 2.541659], [-2.557099, 1.531937, 1.324091], [-0.276957, 0.276065, 2.659683], [-2.038212, -1.668537, -4.724532]],
  "forces_ev_per_a": [[-0.11, -0.08, -0.61], [0.23, 0.09, 0.31], [-0.72, -0.19, -0.11], [0.24, -0.20, 0.04], [0.14, 0.29, -0.03], [0.33, 0.02, 0.16], [-0.06, 0.00, 0.15], [0.29, -0.09, -0.07], [-0.10, -0.01, 0.10], [-0.15, 0.05, 0.03], [0.01, 0.09, -0.02], [0.05, 0.05, -0.03], [0.02, 0.04, -0.02], [-0.14, 0.02, 0.04], [0.05, -0.04, 0.12], [0.08, -0.04, 0.00], [0.06, -0.02, -0.05], [0.00, 0.00, -0.09], [-0.09, 0.02, 0.03], [-0.13, -0.20, -0.01], [-0.03, 0.17, -0.17], [0.13, 0.02, 0.19], [0.05, 0.04, 0.06], [-0.01, -0.06, -0.01], [0.03, -0.05, -0.17], [-0.03, -0.06, 0.05], [0.00, 0.01, 0.00], [0.00, 0.02, 0.00], [0.00, 0.00, 0.00], [0.04, 0.00, 0.00], [0.00, 0.00, 0.02], [0.00, 0.00, -0.01], [0.01, -0.01, 0.00], [0.00, 0.01, -0.01], [-0.05, 0.03, -0.01], [-0.02, 0.02, -0.04], [-0.01, -0.01, 0.00], [0.01, 0.00, 0.01], [-0.01, -0.04, 0.02], [0.02, 0.04, 0.04], [-0.02, -0.05, 0.21], [-0.05, 0.00, -0.09], [-0.03, -0.02, -0.03], [0.01, -0.07, -0.02], [0.01, 0.02, 0.08], [-0.03, 0.04, -0.03], [0.00, 0.08, -0.02], [-0.07, 0.00, -0.04], [-0.03, 0.01, -0.02], [0.01, -0.02, 0.03], [0.01, 0.00, -0.02], [-0.02, 0.01, 0.00], [0.04, 0.01, 0.00], [-0.01, 0.01, -0.02], [0.02, 0.00, -0.01], [0.00, -0.01, -0.02], [-0.03, -0.01, 0.00], [0.00, 0.01, 0.02], [0.05, 0.02, 0.02], [0.03, 0.03, 0.05]],
  "lowdin_charge": [0.247, -0.253, 0.178, -0.115, -0.115, -0.490, 0.458, -0.214, -0.098, -0.086, -0.104, -0.099, -0.106, -0.216, -0.094, -0.102, -0.105, -0.089, -0.111, -0.222, -0.093, -0.100, -0.107, -0.110, -0.108, 0.038, 0.101, 0.094, 0.095, 0.099, 0.095, 0.094, 0.094, 0.100, 0.071, 0.097, 0.096, 0.093, 0.097, 0.105, -0.037, -0.506, -0.100, -0.179, -0.196, -0.175, -0.171, 0.072, 0.096, 0.124, 0.106, 0.117, 0.112, 0.103, 0.105, 0.110, 0.119, 0.105, 0.115, -0.035],
  "largest_force_ev_per_a": 0.76,
  "total_charge": -1,
  "relative_energy_kj_mol": 13.54,
  "e_lumo_ha": [0.086, 0.022],
  "homo_lumo_gap_ha": [0.2644, 0.2146],
  "spin_multiplicity": 6,
  "s_squared": 8.78
}